# 1
Here is 2 unconnected molecules or ions with the total composition CH2N2P2 in a non-equilibrium geometry from OMol25. Energies are from ωB97M-V with the def2-TZVPD basis set.

Properties
* charge: 0
* E_LUMO (alpha / beta): -1.086 / -1.102 eV
* total energy: -831.421797 hartree
* relative energy (zero: lowest compared OMol25 entry of this formula, charge and spin): 271.9 kJ/mol

Each line ends with the natural charge from an NBO analysis.
Cartesian coordinates (Å):
C  2.3225  -0.3896  -0.0718  0.064
N  2.7811  -1.2088  0.5580  -0.309
N  -1.8189  0.7358  0.3863  -1.147
P  -1.8703  1.9878  1.2677  0.752
P  -1.6812  -0.8310  -0.0061  0.474
H  -1.5261  -0.5549  -1.3369  -0.075
H  1.7931  0.2608  -0.7973  0.241

# 2
Here is a molecular structure, CH2N2S in a non-equilibrium geometry from OMol25. Energies are from ωB97M-V with the def2-TZVPD basis set.

Properties
* charge: 0
* E_LUMO (alpha / beta): 0.593 / -3.494 eV
* <S²>: 2.012
* total energy: -546.841640 hartree
* relative energy (zero: lowest compared OMol25 entry of this formula, charge and spin): 0.0 kJ/mol
* spin multiplicity: 3

Each line ends with the Löwdin spin population.
Cartesian coordinates (Å):
C  -1.1710  -0.0463  0.0422  0.058
N  -2.0595  0.6404  0.1721  0.151
N  -0.1355  -0.8267  -0.2254  0.512
S  1.5795  0.7400  0.0022  1.191
H  -0.2193  -1.0279  -1.1628  0.011
H  2.0057  0.5205  1.1716  0.076

# 3
Here is CH2N2S4 in the gas phase in a non-equilibrium geometry from OMol25. Energies are from ωB97M-V with the def2-TZVPD basis set.

Properties
* charge: 0
* E_LUMO (alpha / beta): -0.123 / -0.123 eV
* total energy: -1741.483368 hartree
* relative energy (zero: lowest compared OMol25 entry of this formula, charge and spin): 77.6 kJ/mol
* SMILES string: SS[C@H]1N=NSS1

Each line ends with the natural charge from an NBO analysis.
Cartesian coordinates (Å):
S  -2.7327  0.2046  0.4927  -0.065
S  -1.0457  1.2190  0.6282  0.127
C  -0.0241  0.0955  -0.4547  -0.205
N  1.0371  0.8258  -0.9262  -0.175
N  2.1994  0.6538  -0.6950  -0.227
S  2.7137  -0.5677  0.3188  0.336
S  0.8989  -1.5212  0.4491  -0.106
H  -2.3682  -0.6202  1.3100  0.094
H  -0.6785  -0.2897  -1.1228  0.221

# 4
Here is 2 unconnected molecules or ions with the total composition CH2N3O2 in a non-equilibrium geometry from OMol25. Energies are from ωB97M-V with the def2-TZVPD basis set.

Properties
* charge: +1
* E_LUMO (alpha / beta): -8.176 / -7.167 eV
* total energy: -353.489755 hartree
* relative energy (zero: lowest compared OMol25 entry of this formula, charge and spin): 296.8 kJ/mol

Each line ends with the natural charge from an NBO analysis.
Cartesian coordinates (Å):
C  -0.6351  0.9251  1.0707  0.698
N  0.2503  -1.4060  -0.0884  -0.004
N  0.3409  -0.8931  -1.1524  -0.148
N  -0.5739  1.9734  0.4843  0.070
O  -0.2597  -0.1668  1.2676  -0.374
O  -1.0600  2.9845  0.1586  -0.059
H  0.8920  -2.1504  0.1369  0.407
H  1.0454  -1.2666  -1.8773  0.411

# 5
Here is CH2N4O in the gas phase in a non-equilibrium geometry from OMol25. Energies are from ωB97M-V with the def2-TZVPD basis set.

Properties
* charge: 0
* E_LUMO: 0.473 eV
* total energy: -333.420193 hartree
* relative energy (zero: lowest compared OMol25 entry of this formula, charge and spin): 335.0 kJ/mol
* SMILES string: On1cnnn1

Each line ends with the natural charge from an NBO analysis.
Cartesian coordinates (Å):
O  1.6573  -0.3448  0.3565  -0.504
N  0.3213  -0.1949  -0.0931  0.087
C  -0.7177  -0.1692  0.7525  0.112
N  -1.6980  0.1738  0.0350  -0.297
N  -1.3619  0.2979  -1.3027  -0.059
N  0.0089  0.1196  -1.3398  -0.091
H  2.2315  -0.0031  -0.3503  0.497
H  -0.4414  0.1207  1.9419  0.253

# 6
Here is 2 unconnected molecules or ions with the total composition CH2N4O in a non-equilibrium geometry from OMol25. Energies are from ωB97M-V with the def2-TZVPD basis set.

Properties
* charge: 0
* E_LUMO: -0.852 eV
* total energy: -333.375650 hartree
* relative energy (zero: lowest compared OMol25 entry of this formula, charge and spin): 452.0 kJ/mol

Each line ends with the natural charge from an NBO analysis.
Cartesian coordinates (Å):
C  0.2936  -0.5749  0.3446  0.613
H  0.4985  -2.6601  1.0211  0.414
H  -1.8096  -1.1694  0.2246  0.396
N  0.7629  -1.5766  1.0349  -0.752
N  -0.7749  -0.4588  -0.5439  -0.427
N  -1.0898  0.8621  -0.6627  -0.032
N  -0.0518  1.4908  -0.3644  0.116
O  0.9531  0.6320  0.0550  -0.327

# 7
Here is CH2N4O in the gas phase in a non-equilibrium geometry from OMol25. Energies are from ωB97M-V with the def2-TZVPD basis set.

Properties
* charge: 0
* E_LUMO: 0.372 eV
* total energy: -333.394427 hartree
* relative energy (zero: lowest compared OMol25 entry of this formula, charge and spin): 402.7 kJ/mol
* SMILES string: [H]/N=c1\nn[nH]o1

Each line ends with the natural charge from an NBO analysis.
Cartesian coordinates (Å):
H  1.2738  -1.8807  -1.1665  0.353
N  1.0812  -1.5396  -0.2775  -0.710
C  0.4220  -0.5099  -0.2394  0.576
N  -0.5625  0.2229  -1.1098  -0.278
N  -0.8703  1.2364  -0.4195  0.052
N  -0.6222  1.0198  0.8194  -0.134
O  0.1957  -0.1484  0.8922  -0.270
H  -0.9178  1.5996  1.5011  0.411

# 8
Here is CH2N4O in the gas phase in a non-equilibrium geometry from OMol25. Energies are from ωB97M-V with the def2-TZVPD basis set.

Properties
* charge: 0
* E_LUMO: -0.284 eV
* total energy: -333.455273 hartree
* relative energy (zero: lowest compared OMol25 entry of this formula, charge and spin): 242.9 kJ/mol
* SMILES string: O=c1nn[nH][nH]1

Each line ends with the natural charge from an NBO analysis.
Cartesian coordinates (Å):
O  -2.3042  -0.3117  -0.0684  -0.570
C  -1.0896  -0.3841  -0.1469  0.671
N  -0.1998  -1.5230  -0.1006  -0.300
N  1.0275  -1.1163  -0.0385  0.033
N  1.0258  0.1933  -0.2320  -0.218
N  -0.1849  0.7161  -0.2108  -0.463
H  1.9213  0.6916  0.3311  0.410
H  -0.1960  1.7340  0.4659  0.437